ORCA calculation (ωB97M-V with the def2-TZVPD basis set) on the molecule C19H25ClF3N3O.

Each line ends with the Löwdin charge.
Element x y z (Å)
C  4.737  0.408  4.059  -0.057
H  -3.414  -0.308  -4.164  0.101
H  -1.644  -0.589  -3.006  0.116
H  -7.303  -0.182  -2.425  0.098
H  -4.136  2.047  -0.644  0.095
H  0.361  -1.935  2.603  0.119
H  2.848  -2.038  2.605  0.105
H  1.684  1.424  0.628  0.120
C  -5.790  0.999  -1.450  -0.087
C  5.519  -0.478  3.114  -0.631
C  3.236  0.107  4.027  -0.071
N  -0.615  0.420  -0.573  -0.127
C  -1.145  1.744  -0.285  -0.148
C  -1.218  0.411  -2.912  -0.130
H  -0.845  0.732  -3.893  0.125
H  -2.490  3.082  -1.356  0.118
H  -1.932  1.624  0.466  0.118
H  0.945  -3.306  1.652  0.114
C  -3.562  0.916  -2.390  -0.218
N  2.261  -0.201  1.760  -0.046
C  -5.382  -0.333  -3.367  -0.677
C  0.166  -0.143  0.507  -0.296
O  2.511  1.861  2.610  0.052
F  5.317  -1.788  3.358  0.125
C  0.151  -1.675  0.475  -0.142
H  0.639  -2.037  -0.432  0.110
H  -6.463  1.373  -0.692  0.105
C  2.313  -1.645  1.744  -0.152
C  0.894  -2.217  1.693  -0.158
H  0.664  1.170  -2.098  0.123
H  -0.382  2.428  0.122  0.123
C  -0.053  0.355  -1.906  -0.164
F  6.842  -0.279  3.223  0.135
C  -4.466  1.386  -1.429  -0.028
Cl  -5.944  -1.410  -4.603  0.663
C  -1.722  2.343  -1.577  -0.141
H  4.909  1.447  3.768  0.138
H  0.473  -0.590  -2.037  0.116
H  -0.881  -2.025  0.464  0.121
C  1.631  0.336  0.570  -0.083
H  3.052  -0.952  4.192  0.104
H  2.862  -1.950  0.845  0.134
C  -6.271  0.128  -2.413  -0.132
H  -0.323  0.176  1.435  0.158
C  2.628  0.654  2.734  -0.462
C  -4.056  0.049  -3.376  -0.058
F  5.213  -0.293  1.822  0.147
H  5.144  0.245  5.059  0.135
H  -0.929  2.854  -2.133  0.124
H  2.185  -0.007  -0.309  0.135
H  2.768  0.668  4.838  0.129
N  -2.248  1.316  -2.439  -0.097

Summary:
Structure (SMILES) ... O=C(CCC(F)(F)F)N1CCC[C@H](N2CCN(c3cccc(Cl)c3)CC2)C1
ΔE to the lowest compared entry with this formula, charge and spin ... 2.4 kcal/mol
E_HOMO ... -7.8 eV
E ... -47302.76184 eV
Net charge ... 0

---

ORCA calculation (ωB97M-V with the def2-TZVPD basis set) on a structure of composition C19H25FeN2O4S4.

Each line ends with the Löwdin charge.
Element x y z (Å)
H  3.198  0.239  1.212  0.122
H  -4.011  -2.333  1.296  0.066
H  1.349  -3.792  -2.323  0.081
H  1.375  -0.175  2.428  0.117
H  4.312  1.419  -0.929  0.068
H  1.038  -1.175  1.002  0.092
C  -3.758  -2.810  0.346  -0.076
H  -0.371  1.466  3.770  0.094
H  2.196  1.638  0.845  0.102
C  2.284  0.565  0.673  -0.189
C  3.452  -3.523  -2.036  -0.140
C  1.733  -1.842  -1.540  -0.584
H  -4.332  -1.110  -0.829  0.114
C  -0.175  1.855  1.674  -0.280
H  -4.595  -3.442  0.033  0.060
C  -0.214  2.221  3.010  -0.044
O  -3.643  3.374  -1.381  -0.404
S  0.011  -1.571  -1.435  0.746
H  3.344  1.231  -2.412  0.093
H  0.306  4.907  0.312  0.092
S  -2.345  1.032  -2.584  0.391
H  -1.217  -1.329  1.678  0.078
N  2.451  0.357  -0.748  -0.196
H  -0.695  -0.442  3.140  0.073
H  3.697  -4.516  -2.400  0.082
Fe  -1.272  0.417  -0.708  0.051
C  0.178  4.153  1.079  -0.114
O  -2.652  1.646  0.047  -0.474
C  -1.112  -0.346  2.127  -0.090
C  4.461  -2.662  -1.613  -0.140
C  -3.161  -2.412  -2.054  -0.113
H  -0.120  3.822  4.442  0.078
C  0.018  2.821  0.670  -0.588
C  -3.438  -1.743  -0.704  -0.571
S  -3.533  1.949  -1.148  0.150
C  4.096  -1.399  -1.174  -0.060
H  -2.995  -1.652  -2.818  0.022
O  -2.405  -0.972  -0.204  -0.413
C  2.132  -3.118  -1.996  -0.152
H  -2.874  -3.438  0.498  0.071
H  5.502  -2.964  -1.632  0.076
H  -2.096  0.114  2.156  0.100
C  1.124  -0.147  1.356  -0.161
H  -4.019  -3.028  -2.352  0.062
O  -4.814  1.270  -1.065  -0.404
H  0.249  5.556  2.695  0.084
C  2.767  -0.974  -1.148  -0.275
H  2.807  2.350  -1.158  0.042
C  3.283  1.384  -1.333  -0.127
H  -2.272  -3.041  -1.992  0.030
C  -0.066  3.549  3.395  -0.125
S  0.054  2.359  -0.999  0.707
N  -0.233  0.460  1.262  -0.193
H  4.864  -0.708  -0.846  0.094
C  0.139  4.513  2.416  -0.128

Summary:
ΔE to the lowest compared entry with this formula, charge and spin ... 18.6 kcal/mol
E_HOMO (alpha / beta) ... -1.3 / -1.2 eV
E ... -109009.04988 eV
⟨S²⟩ ... 0.819
2S+1 ... 2
Net charge ... -2

---

ORCA calculation (ωB97M-V with the def2-TZVPD basis set) on a structure of composition C19H25MgN4Se.

Each line ends with the Löwdin charge.
Element x y z (Å)
H  2.480  -0.032  -1.151  0.092
H  3.879  1.552  -0.114  0.118
C  2.399  2.654  1.010  -0.176
C  1.448  -2.561  5.307  -0.090
H  -1.888  -1.851  -5.603  0.132
H  -4.931  1.166  -1.540  0.125
C  3.331  1.451  0.831  -0.187
C  -0.264  -1.551  -4.254  -0.022
H  1.134  -1.063  -2.696  0.103
N  -2.446  0.954  -0.520  0.026
Se  -1.031  -0.660  1.802  0.669
C  1.284  -3.255  4.117  -0.088
H  1.547  4.193  -0.240  0.117
H  1.991  -3.010  6.128  0.104
H  0.443  -3.233  2.141  0.092
N  1.912  -0.248  -0.337  -0.032
C  0.033  -1.411  3.198  -0.672
H  3.472  -0.676  1.042  0.124
H  -2.635  0.262  0.214  -0.007
C  -2.493  -0.755  -3.843  -0.136
H  2.010  0.004  1.746  0.092
H  -0.247  2.845  0.617  0.099
H  1.778  -1.258  -0.356  0.093
C  -2.952  0.458  -1.778  -0.223
C  2.695  0.074  0.897  -0.224
H  -2.977  1.766  -0.225  0.111
C  -4.694  0.118  -3.421  -0.042
C  -3.844  -0.572  -4.229  -0.013
H  -4.181  -0.983  -5.173  0.124
C  0.579  -2.685  3.064  -0.146
H  3.002  3.498  1.344  0.116
H  1.698  2.444  1.826  0.121
C  1.607  3.106  -0.219  -0.220
C  -1.560  -1.434  -4.658  0.023
Mg  -0.168  0.409  -0.273  0.379
C  -2.041  -0.232  -2.618  -0.144
H  -5.726  0.266  -3.710  0.118
C  0.201  -0.713  4.390  -0.144
N  0.235  2.527  -0.222  -0.035
H  -0.226  0.276  4.497  0.093
C  0.906  -1.290  5.440  -0.085
N  -0.727  -0.351  -2.223  0.055
H  4.087  1.485  1.616  0.121
C  0.104  -0.985  -3.025  -0.104
H  1.027  -0.744  6.367  0.105
H  0.478  -2.058  -4.855  0.118
H  -0.298  2.918  -0.995  0.097
H  2.104  2.797  -1.140  0.116
H  1.698  -4.250  4.007  0.104
C  -4.240  0.634  -2.184  0.004

Summary:
E_HOMO ... -10.1 eV
E ... -96859.14205 eV
Net charge ... +1

---

ORCA calculation (ωB97M-V with the def2-TZVPD basis set) on a cluster of 2 separate species, C19H25N2O8 in total in a non-equilibrium geometry.

Each line ends with the Löwdin charge.
Element x y z (Å)
O  -0.225  0.515  3.119  -0.056
N  7.001  -4.851  5.046  -0.326
H  -1.450  2.806  3.617  0.074
H  0.546  0.296  0.140  0.124
H  1.593  -2.164  3.566  0.068
C  4.876  1.878  0.528  -0.128
H  6.192  -2.868  6.599  0.114
H  4.612  2.752  -0.073  0.064
H  5.636  2.175  1.251  0.058
C  2.222  -1.884  4.399  0.050
H  3.232  2.080  1.935  0.110
C  -2.084  1.926  3.745  -0.079
H  2.009  -3.826  -0.377  0.120
H  5.305  1.125  -0.137  0.067
H  2.323  1.742  -0.382  0.110
C  1.255  -0.729  1.838  -0.096
O  0.046  -2.307  5.916  0.035
C  3.653  1.324  1.256  -0.270
H  2.930  0.091  -0.352  0.093
C  2.974  -2.817  -2.014  -0.082
H  2.952  -4.151  3.085  0.106
C  5.463  -3.121  5.840  0.010
O  7.240  -5.787  4.250  0.039
C  -1.283  0.702  4.095  -0.221
C  4.314  -2.380  5.647  -0.002
C  2.752  -3.037  -0.540  -0.235
C  3.387  -2.704  4.625  -0.144
O  0.066  -0.235  6.701  -0.046
H  3.663  -1.987  -2.217  0.074
H  3.930  0.460  1.879  0.108
O  -0.590  -1.746  3.018  0.074
N  0.571  -1.170  5.997  -0.373
H  -0.796  0.812  5.071  0.092
C  5.737  -4.206  4.991  -0.167
C  3.658  -3.869  3.855  0.020
C  1.267  0.474  0.961  -0.187
H  2.360  -0.084  5.676  0.137
H  -2.798  2.117  4.546  0.071
H  -1.915  -0.195  4.116  0.124
H  2.017  -2.621  -2.517  0.080
C  4.791  -4.618  4.038  0.016
H  5.008  -5.496  3.440  0.119
C  1.777  -0.952  5.338  -0.038
O  7.842  -4.461  5.889  0.035
H  4.117  -1.514  6.265  0.110
O  2.260  -1.805  0.011  -0.053
H  3.681  -3.311  -0.018  0.127
C  1.706  -1.983  1.230  -0.453
H  0.854  1.308  1.544  0.112
O  1.627  -3.123  1.711  -0.003
H  -2.643  1.752  2.824  0.074
C  0.057  -0.758  2.705  -0.494
C  2.565  0.902  0.285  -0.232
H  3.400  -3.723  -2.456  0.070

Summary:
ΔE to the lowest compared entry with this formula, charge and spin ... 110.8 kcal/mol
E_HOMO ... -4.0 eV
E ... -39462.66478 eV
Net charge ... -1

---

> Among the records above, which one has the highest net charge?

C19H25MgN4Se

---

> What is the E in the second record?

-109009.04988 eV